(1)
Molecular formula: C6H6O
Method: DFT, ωB97M-V/def2-TZVPD

XYZ file:
```
13
Properties=species:S:1:pos:R:3:forces:R:3
O 0.283533 -0.535762 2.072649 0.23 0.49 0.24
C 1.020360 -0.387264 0.879292 0.66 0.39 -0.28
C -1.556534 -1.148050 -1.259891 -0.29 0.16 -0.19
C -1.232049 0.089819 -1.042415 0.07 -0.31 -0.07
C -0.567377 1.169324 -0.712402 0.27 -0.46 -0.13
C 0.670389 0.739154 -0.003279 -0.32 0.29 -0.02
C 1.883274 0.847974 0.484011 -0.71 -0.02 0.28
H -0.256562 0.259459 2.170866 0.08 -0.12 0.15
H 1.328841 -1.415006 0.627189 -0.13 0.68 -0.51
H -2.311557 -1.645838 -0.665471 0.11 -0.12 0.03
H -1.066747 -1.672177 -2.074647 -0.30 -0.04 -0.06
H -0.930279 2.158666 -1.023523 0.78 -0.32 0.31
H 2.734703 1.539707 0.547620 -0.46 -0.62 0.24
```
Forces are in eV/Å.

Values from the calculation:
HOMO-LUMO gap: 9.85 eV
relative energy (zero: lowest compared OMol25 entry of this formula, charge and spin): 107.1 kcal/mol
2S+1: 1
SMILES: C=C=CC1=C[C@H]1O
LUMO: 0.88 eV

In elementary charge units, the Löwdin charges are: O -0.03; C -0.31; C 0.03; C -0.10; C -0.04; C -0.21; C 0.09; H 0.09; H 0.13; H 0.07; H 0.07; H 0.11; H 0.09

(2)
Molecular formula: C6H6O
Method: DFT, ωB97M-V/def2-TZVPD

XYZ file:
```
13
Properties=species:S:1:pos:R:3:forces:R:3
C 1.215513 -0.461596 0.072586 0.59 1.25 -1.58
C 1.541143 -1.663581 -0.197916 0.05 -0.20 0.14
C 1.376435 1.030129 0.398597 0.24 -1.55 2.43
C -0.039356 1.283264 -0.008202 0.08 -3.21 -0.52
C -0.275478 -0.159020 -0.405446 -0.16 -1.35 2.45
C -1.383653 -1.177236 -0.160198 0.37 0.07 1.19
O -0.314883 0.816391 -1.341885 0.66 0.87 -0.89
H 1.550184 0.973693 1.550100 -0.37 0.99 -2.01
H 2.051014 1.641086 -0.146439 1.22 0.14 -0.20
H -0.726829 1.816582 0.512668 -2.01 1.94 0.88
H -2.211177 -0.668739 -0.612574 -1.00 -0.34 -0.40
H -1.642689 -1.246392 0.994029 0.86 -0.20 -2.43
H -1.140225 -2.184583 -0.655321 -0.54 1.59 0.94
```
Forces are in eV/Å.

Values from the calculation:
HOMO-LUMO gap: 9.62 eV
relative energy (zero: lowest compared OMol25 entry of this formula, charge and spin): 153.5 kcal/mol
2S+1: 1
LUMO: -0.05 eV

In elementary charge units, the Löwdin charges are: C -0.30; C 0.21; C -0.05; C -0.16; C -0.45; C -0.01; O 0.08; H 0.16; H 0.10; H 0.12; H 0.06; H 0.13; H 0.11

(3)
Molecular formula: C6H6O
Method: DFT, ωB97M-V/def2-TZVPD

XYZ file:
```
13
Properties=species:S:1:pos:R:3:forces:R:3
C -1.227436 -2.395883 -0.359941 0.03 0.02 -0.01
C -0.371203 -1.555196 -0.366441 -0.36 -0.08 -0.02
C 0.644276 -0.604622 -0.382232 0.22 0.12 0.05
C 2.111359 -0.437152 -0.630957 0.57 -0.20 -0.16
C 1.143979 0.562093 -0.136688 -0.14 0.08 0.11
O -0.790012 2.639848 0.849439 -0.74 -0.24 0.22
C -1.667313 1.812405 0.898467 0.16 0.13 -0.12
H -1.975692 -3.146021 -0.361065 -0.10 -0.09 0.01
H 2.481682 -0.349488 -1.647352 0.04 -0.13 -0.08
H 2.807544 -0.871259 0.079776 0.14 -0.10 -0.05
H 1.056169 1.559960 0.229346 -0.25 0.24 0.06
H -2.669806 1.985414 1.338409 0.23 0.35 0.06
H -1.543548 0.799902 0.489241 0.21 -0.10 -0.08
```
Forces are in eV/Å.

Values from the calculation:
HOMO-LUMO gap: 9.84 eV
relative energy (zero: lowest compared OMol25 entry of this formula, charge and spin): 120.6 kcal/mol
2S+1: 1
SMILES: C#CC1=CC1.C=O
LUMO: 0.77 eV

In elementary charge units, the Löwdin charges are: C 0.13; C -0.10; C -0.24; C -0.10; C 0.01; O -0.02; C -0.11; H 0.03; H 0.08; H 0.08; H 0.08; H 0.09; H 0.06